[1]
C41H37N7OS3SbSe4V as an isolated structure. Source: the OMol25 dataset; level of theory: ωB97M-V with the def2-TZVPD basis set.

- Net charge: -1
- Spin multiplicity: 2
- Relative energy (zero: lowest compared OMol25 entry of this formula, charge and spin): 664.1 kJ/mol
- Expectation value of S²: 1.081
- Orbital gap (spin up / spin down): 5.24 / 5.27 eV

The geometry in XYZ format:
```
95
Properties=species:S:1:pos:R:3:forces:R:3:lowdin_charge:R:1
Sb -2.175933 -4.618675 -1.797236 -0.61 -4.90 -4.63 0.08
Se -3.982133 -6.177475 -1.680336 -0.53 0.42 0.54 -0.21
Se -1.969233 -1.707975 1.438964 -10.58 4.19 5.76 0.58
Se -0.979133 -5.618575 -3.655036 0.58 0.37 -0.23 -0.15
Se -1.679333 -3.136475 -0.160236 -4.31 -3.92 -2.28 0.14
V -0.157233 -2.093475 0.819464 7.23 1.99 -3.35 -0.11
S -0.533433 1.948825 0.041864 -0.39 -0.59 0.44 0.71
S 0.266167 -0.711075 2.460464 -0.90 4.02 4.63 0.85
S -0.353833 0.014625 -1.756936 0.65 -2.64 2.12 0.79
O 0.579067 -5.223775 -0.088936 0.71 0.10 -0.30 -0.01
N 0.023367 -0.944775 -0.690436 -0.89 1.03 -2.53 -0.40
N 2.548767 -4.674675 -1.078336 -0.08 0.10 -0.07 -0.05
N -0.962033 0.932625 0.983964 -0.59 1.82 -0.09 -0.38
N 2.164167 -1.090875 0.854564 0.94 -0.93 -0.57 0.03
N 1.367967 -3.137775 0.259964 1.39 -1.51 -0.74 0.00
N 0.041367 1.514325 -1.420836 0.29 0.71 -0.88 -0.38
N 0.504067 -2.266975 2.637964 0.86 -1.56 2.20 -0.35
C -2.424033 5.049825 -1.731636 0.06 0.10 -0.04 -0.08
C 0.528467 4.051325 1.507264 -0.27 -0.05 -0.14 -0.09
C -1.812633 3.121025 -0.463236 0.38 0.21 -0.27 -0.32
C 0.508367 -0.560875 -3.210536 -0.01 0.70 -0.27 -0.29
C 1.641167 1.409825 3.530664 -0.24 0.22 0.06 -0.07
C -4.538033 0.611425 -3.594236 -0.07 0.10 -0.08 -0.08
C -4.239833 -0.653475 -3.115436 0.18 0.07 0.09 -0.06
C 1.014267 -2.462675 -4.582536 -0.13 0.16 0.12 -0.07
C -3.000833 -0.897675 -2.540836 0.23 -0.68 0.37 -0.07
C 1.983367 -0.291575 -5.053936 0.04 -0.08 -0.02 -0.09
C -1.416433 -1.445075 4.553364 0.53 -0.44 0.02 -0.11
C 0.799867 3.004625 0.642364 -0.02 0.09 -0.53 -0.31
C -4.127833 3.598425 -0.842236 0.11 0.14 0.01 -0.08
C -1.767333 0.761525 3.662864 0.17 0.31 -0.15 -0.12
C 1.456267 -4.387475 -0.282036 -1.16 -0.28 0.64 -0.50
C 3.150967 3.399025 0.866464 -0.03 0.07 0.07 -0.07
C 3.544167 -3.766475 -1.192536 0.38 0.60 0.23 -0.05
C -3.569633 1.604125 -3.569536 -0.01 0.03 -0.06 -0.08
C -3.143833 2.790325 -0.299536 0.09 -0.26 0.43 -0.07
C 1.300867 0.263225 -3.983036 -0.02 0.07 0.08 -0.07
C -1.025033 -0.409975 3.714964 -0.15 -0.15 -0.49 -0.41
C 2.354767 -2.224075 0.220464 1.48 0.44 -0.40 -0.45
C 3.526467 -2.584575 -0.528936 0.33 -0.19 -0.47 0.00
C -3.763633 4.726425 -1.559636 -0.13 0.13 0.01 -0.09
C 3.844067 -0.160275 4.168864 0.01 0.05 0.07 -0.08
C 1.844367 -1.643075 -5.341736 0.05 -0.03 -0.12 -0.08
C 2.882167 4.484125 1.685664 0.05 0.05 -0.03 -0.10
C 1.573867 4.800025 2.017964 -0.06 0.01 0.05 -0.09
C 2.797167 1.996925 4.013064 0.03 0.10 0.19 -0.08
C -2.894033 0.892425 4.451864 0.02 0.02 0.15 -0.08
C -2.062433 0.114025 -2.444136 0.49 0.61 -0.09 -0.24
C 2.467667 -5.905775 -1.836736 -0.30 -0.39 -0.26 -0.03
C 2.687067 -0.748475 3.698964 0.15 -0.40 0.14 -0.08
C 0.355867 -1.912875 -3.493236 -0.27 -0.21 0.42 -0.07
C 1.592667 0.038325 3.379464 0.81 -0.11 -0.17 -0.33
C -3.285733 -0.143375 5.285264 -0.17 0.10 0.12 -0.09
C 3.898767 1.214325 4.321464 0.14 0.21 0.11 -0.09
C 2.105567 2.658525 0.343864 0.02 -0.18 -0.27 -0.07
C -2.330333 1.349725 -3.008536 -0.18 0.19 -0.26 -0.10
C -1.444133 4.241125 -1.183236 -0.05 0.21 -0.06 -0.09
C -2.546633 -1.312675 5.338264 0.09 0.09 0.00 -0.08
H 2.277767 -6.735775 -1.157636 0.13 -0.01 0.00 0.09
H 1.609067 -5.867675 -2.524836 0.27 0.05 0.12 0.01
H 2.398067 -2.060275 -6.170436 -0.01 -0.06 -0.13 0.10
H 1.234367 -2.182875 1.955464 2.85 -1.66 1.26 -0.08
H -2.855933 -2.144475 5.954064 -0.06 0.01 0.10 0.10
H 3.691367 5.085925 2.070864 0.11 0.04 0.07 0.10
H 2.615067 0.340125 -5.663936 0.08 -0.04 -0.04 0.10
H -0.499933 4.283825 1.758564 -0.01 0.06 0.01 0.12
H -4.177133 -0.041275 5.885564 -0.13 -0.01 0.06 0.10
H 2.958867 -0.464275 0.821264 0.02 -0.04 -0.16 0.08
H 4.802567 1.675925 4.692964 0.08 0.08 0.00 0.10
H -0.394033 4.462425 -1.316836 0.05 0.07 -0.09 0.11
H -3.775333 2.579725 -3.989036 -0.02 0.04 0.01 0.10
H -0.256633 -2.540575 -2.831636 0.25 0.23 -0.41 0.06
H 2.834567 3.070825 4.133264 0.03 0.01 0.04 0.10
H 3.394167 -6.063175 -2.383036 0.07 0.06 0.00 0.08
H 4.703867 -0.775075 4.395664 0.05 -0.01 0.07 0.10
H -3.403633 1.896425 0.250364 0.08 -0.17 0.07 0.12
H 1.392767 1.308025 -3.723236 0.01 0.10 -0.03 0.10
H -4.951933 -1.463375 -3.183036 -0.08 0.00 0.05 0.11
H -1.558533 2.105825 -3.001136 -0.12 0.09 0.00 0.10
H 2.650067 -1.827875 3.570264 -0.13 0.26 -0.03 0.11
H 0.834967 -3.512475 -4.814136 0.16 0.19 0.08 0.05
H -2.142433 5.928025 -2.299036 -0.03 0.02 0.01 0.10
H 2.283767 1.818925 -0.315636 0.00 -0.01 -0.03 0.10
H 4.334367 -1.873475 -0.601436 0.13 -0.08 -0.14 0.10
H -4.526733 5.368325 -1.977736 -0.05 0.02 -0.07 0.10
H 4.171267 3.134625 0.629364 0.07 -0.01 -0.02 0.11
H -3.475633 1.802625 4.381664 -0.06 -0.01 0.07 0.10
H -0.858733 -2.381975 4.552464 -0.10 0.27 -0.09 0.11
H -2.786433 -1.895875 -2.160936 0.00 0.41 -0.07 0.00
H 0.781267 2.021525 3.276664 0.09 -0.09 -0.03 0.10
H -5.519833 0.826225 -3.994236 -0.03 -0.04 -0.10 0.10
H 4.371067 -4.049575 -1.830736 0.00 -0.03 0.00 0.12
H -1.513433 1.524025 2.932364 -0.04 -0.17 0.23 0.07
H 1.356467 5.631625 2.671464 0.04 0.10 0.07 0.10
H -5.167933 3.337025 -0.708136 -0.05 0.01 -0.03 0.11
```
Forces are in eV/Å.

=====

[2]
C41H38FN4O4S5SbTi as an isolated structure. Source: the OMol25 dataset; level of theory: ωB97M-V with the def2-TZVPD basis set.

- Net charge: -1
- Spin multiplicity: 2
- Relative energy (zero: lowest compared OMol25 entry of this formula, charge and spin): 93.3 kJ/mol
- Expectation value of S²: 0.780
- Orbital gap (spin up / spin down): 2.67 / 3.91 eV

The geometry in XYZ format:
```
95
Properties=species:S:1:pos:R:3:forces:R:3:lowdin_charge:R:1
Sb -4.390225 -2.151775 3.723537 0.07 0.12 -0.23 -0.10
Ti -1.502671 -2.402509 2.192019 -0.30 -0.72 0.65 0.52
S -1.393737 -0.156186 -1.403233 -0.13 0.14 -0.12 1.02
S -3.070815 -4.019801 3.060675 0.13 0.01 -0.14 0.11
S -6.210979 -2.016745 2.367078 -0.03 0.00 0.04 -0.25
S -4.413496 -1.744657 5.932062 -0.08 -0.01 0.04 -0.24
S -2.800029 -0.601212 2.623323 0.13 0.04 -0.10 0.13
F 2.252272 0.502151 -2.107350 -0.01 -0.03 0.03 0.02
O 0.353341 -2.116907 1.688248 -0.25 0.30 -0.08 -0.17
O -0.671742 -2.606743 4.032553 0.09 0.05 -0.29 -0.20
O 0.709060 -1.978648 5.676365 -0.06 0.01 0.05 0.06
O -1.306790 -0.321016 0.062335 0.08 0.00 -0.02 -0.56
N 1.852570 1.327270 3.349168 -0.01 0.03 -0.01 0.00
N 2.803516 3.031212 -1.145153 0.07 0.02 0.05 -0.10
N -0.070652 -5.325747 1.883533 -0.05 0.01 0.03 0.13
N 3.197384 4.578360 -3.467140 0.00 0.03 -0.05 0.05
C -5.398073 -0.620942 -1.240024 0.03 0.00 0.01 -0.06
C -3.105068 -0.430260 -1.873191 0.00 -0.03 -0.01 -0.37
C -3.589367 -3.823419 -1.437817 -0.02 0.02 -0.01 -0.10
C 4.005642 2.844630 -1.929033 0.02 0.02 -0.02 -0.16
C 1.296066 0.347147 4.144550 0.01 -0.02 0.05 0.03
C 2.391321 2.171297 1.133146 -0.02 -0.02 0.02 0.04
C -5.719122 -0.925740 -2.556762 -0.01 0.00 -0.02 -0.08
C -1.474189 2.427405 -0.486723 0.02 -0.04 0.01 -0.05
C 3.627111 3.012673 3.968653 -0.04 -0.02 0.00 -0.11
C -1.873053 -3.446853 0.265474 0.28 0.14 0.24 -0.20
C 1.930358 4.716627 -2.654146 0.00 -0.01 -0.01 -0.09
C -1.596085 3.807614 -0.604070 -0.03 0.00 0.00 -0.08
C -4.727845 -0.998266 -3.528288 -0.02 0.01 0.01 -0.09
C 2.908360 2.626485 5.230436 -0.01 -0.01 -0.03 -0.09
C 1.664597 -0.317160 0.029540 0.02 0.04 -0.04 0.05
C 2.141747 0.695630 -0.749077 -0.03 0.00 -0.04 -0.22
C 0.869477 -1.033211 2.237409 0.06 0.02 -0.31 -0.28
C 1.674803 3.388832 -1.982658 -0.02 0.02 -0.08 -0.16
C -1.716364 4.396565 -1.856775 0.00 -0.02 0.03 -0.11
C 2.491751 1.945583 -0.257597 0.02 -0.06 -0.04 -0.21
C -3.404430 -0.764185 -3.184329 0.02 0.00 0.01 -0.11
C -1.483694 1.646799 -1.631384 0.03 0.00 0.04 -0.34
C 3.198489 -4.479850 0.429897 0.01 -0.03 0.01 -0.11
C -1.583374 2.225215 -2.889300 0.00 -0.04 -0.02 -0.09
C 2.225381 -4.923727 1.308527 0.01 0.01 0.00 -0.04
C -1.340645 -4.512764 -1.864641 -0.01 -0.02 0.04 -0.06
C 2.838403 -3.957346 -0.803210 -0.01 0.02 -0.02 -0.12
C 1.489219 -3.860595 -1.118994 0.01 0.03 0.04 -0.07
C -3.198401 -3.375607 -0.184259 0.01 0.04 0.01 -0.16
C 0.868752 -4.827316 0.995005 0.03 0.03 -0.06 -0.28
C 2.184946 2.594195 3.921835 0.02 0.03 0.02 -0.29
C -4.080090 -0.363130 -0.892291 -0.01 -0.01 0.03 -0.07
C 0.490770 -4.257830 -0.237051 -0.02 0.01 0.06 -0.15
C 4.365791 4.146990 -2.617893 0.00 -0.01 0.02 -0.10
C 0.256428 -1.865944 4.549492 -0.01 -0.07 0.08 -0.57
C -1.706212 3.603045 -3.000596 0.03 0.01 0.00 -0.11
C 1.934867 1.162325 1.967558 0.01 0.03 -0.02 -0.12
C 0.814408 -0.807239 3.640945 0.05 0.02 -0.06 -0.06
C -2.652442 -4.387083 -2.291030 0.01 -0.02 -0.02 -0.10
C -0.941050 -4.056710 -0.602307 -0.08 0.01 0.01 -0.20
C 1.500855 -0.078473 1.418429 -0.01 -0.11 0.14 -0.06
H 2.631303 3.401486 5.930435 0.00 -0.01 0.01 0.10
H -0.608140 -4.999632 -2.500134 -0.01 0.00 -0.01 0.10
H -1.389735 1.933067 0.475343 -0.01 0.01 0.01 0.12
H -6.747193 -1.138197 -2.823024 0.00 0.00 0.00 0.10
H 3.859553 4.055270 3.797072 0.01 0.00 -0.01 0.09
H 1.128074 4.997567 -3.334391 -0.01 0.00 0.00 0.13
H 4.530626 4.942576 -1.893130 -0.01 0.01 -0.01 0.13
H 4.825623 2.561563 -1.269942 0.00 0.00 0.01 0.14
H -3.963873 -2.970341 0.472268 0.00 0.01 -0.01 0.04
H 4.337454 2.302093 3.569034 0.02 0.02 0.00 0.11
H 1.378037 -1.273867 -0.381591 0.00 -0.03 -0.01 0.11
H 1.464544 2.629759 -2.755154 0.00 0.00 0.01 0.13
H 1.452149 3.376647 3.738662 0.00 0.00 0.00 0.15
H 4.242998 -4.554713 0.709152 0.00 0.00 0.00 0.09
H 0.119310 -5.201012 2.867173 -0.01 0.00 -0.05 0.10
H 3.412220 5.447813 -3.952252 -0.01 -0.02 0.00 0.17
H 5.228855 4.048144 -3.274739 0.00 0.00 0.00 0.13
H -2.613974 -0.876814 -3.918073 0.01 -0.01 0.00 0.10
H 2.507498 -5.352633 2.263400 0.00 0.00 0.00 0.11
H -1.611202 4.419026 0.289180 0.00 0.01 0.01 0.11
H -4.626923 -3.737189 -1.740208 -0.01 0.00 0.01 0.10
H -1.824597 4.055953 -3.978744 0.00 0.00 0.01 0.10
H -1.040948 -5.180979 1.646532 0.01 0.04 0.02 0.03
H -3.805563 -0.172553 0.139530 0.01 -0.01 0.02 0.06
H -1.836454 5.469986 -1.942451 -0.01 0.00 0.00 0.10
H 2.111662 5.507692 -1.928243 0.00 0.00 0.00 0.14
H 3.034481 3.861819 -4.179265 0.00 0.00 0.03 0.18
H 1.186393 -3.416449 -2.061746 0.01 0.00 0.00 0.11
H 3.902380 2.047724 -2.684636 0.00 0.01 0.00 0.13
H 3.167927 1.676553 5.675316 0.00 0.01 0.02 0.11
H -2.946597 -4.755497 -3.267760 0.01 0.00 0.00 0.09
H 3.591573 -3.609936 -1.499773 0.00 0.00 0.00 0.09
H 1.272492 0.545092 5.205009 -0.02 -0.02 0.00 0.14
H 0.783597 3.469434 -1.365088 0.00 0.03 -0.01 0.11
H -1.603946 1.599943 -3.775205 0.00 0.01 0.01 0.11
H 2.665180 3.141897 1.518700 0.01 0.01 0.00 0.10
H -6.150525 -0.623162 -0.461416 -0.01 0.00 0.00 0.08
H -4.981307 -1.270584 -4.545313 0.00 0.00 0.00 0.10
```
Forces are in eV/Å.

=====

Number 1: maximum force 12.8 eV/Å. Number 2: maximum force 1.0 eV/Å.